Entry 1:
{
  "formula": "C3H3N5",
  "method": "ωB97M-V/def2-TZVPD",
  "elements": ["H", "N", "C", "N", "C", "N", "C", "N", "N", "H", "H"],
  "xyz": [[1.5184, 1.0924, 2.0429], [1.9187, 0.4938, 1.3862], [0.9688, 0.3883, 0.4414], [1.2439, -0.0214, -0.8644], [0.1929, -0.6355, -1.4497], [-1.0036, -1.1408, -0.7662], [-1.5029, -0.4666, 0.1469], [-1.2177, 0.9538, 0.3129], [-0.0880, 1.3958, 0.4440], [0.1905, -0.9927, -2.4503], [-2.2210, -1.0671, 0.7563]],
  "atomic_forces_ev_per_a": [[-0.658, 1.397, 1.856], [-2.686, -2.522, -4.382], [4.718, 2.654, 2.399], [-3.826, -2.659, -1.811], [0.946, 0.579, 3.129], [3.383, -0.227, -2.623], [-0.389, 0.842, 1.774], [-2.496, -0.862, 0.673], [0.386, -1.010, -0.101], [0.582, 0.159, -0.819], [0.038, 1.648, -0.095]],
  "de_lowest_kcal_mol": 68.9,
  "gap_ev": 8.73,
  "total_charge": 0,
  "fmax_ev_per_a": 5.92,
  "smiles": "[H]/N=c1/ncncnn1",
  "e_homo_ev": -9.62,
  "energy_ha": -389.7588
}

---

Entry 2:
{
  "formula": "C27H57LiN3O3",
  "method": "ωB97M-V/def2-TZVPD",
  "elements": ["Li", "C", "C", "C", "C", "C", "C", "N", "O", "C", "C", "C", "H", "H", "H", "H", "H", "H", "H", "H", "H", "H", "H", "H", "H", "H", "H", "H", "H", "H", "H", "C", "C", "C", "C", "C", "C", "N", "O", "C", "C", "C", "H", "H", "H", "H", "H", "H", "H", "H", "H", "H", "H", "H", "H", "H", "H", "H", "H", "H", "H", "C", "C", "C", "C", "C", "C", "N", "O", "C", "C", "C", "H", "H", "H", "H", "H", "H", "H", "H", "H", "H", "H", "H", "H", "H", "H", "H", "H", "H", "H"],
  "xyz": [[1.2600, 6.4020, -24.9280], [3.1230, 5.6450, -21.5590], [3.2520, 6.0490, -22.9120], [4.6520, 5.9360, -23.4630], [5.1540, 4.6880, -24.0480], [4.0430, 4.1640, -25.0010], [2.7890, 3.9000, -24.3080], [2.3180, 5.2010, -23.7170], [0.9680, 5.0590, -23.1880], [2.9320, 2.6950, -23.4010], [1.6710, 3.4960, -25.3120], [2.8250, 7.5290, -22.9790], [4.0490, 6.0320, -21.0790], [3.0760, 4.5950, -21.3620], [2.3160, 6.0810, -20.9650], [5.3380, 6.2050, -22.6750], [4.8150, 6.6380, -24.2190], [5.4640, 3.9730, -23.3860], [5.9600, 4.9620, -24.5950], [4.5670, 3.2250, -25.2860], [4.0010, 4.8860, -25.8020], [1.0160, 4.4570, -22.4200], [3.4830, 1.9710, -24.0320], [1.9670, 2.2850, -23.0310], [3.5480, 2.9170, -22.5680], [1.5330, 4.2280, -26.1060], [0.7350, 3.2380, -24.9050], [1.9110, 2.6690, -25.8680], [3.0760, 8.0250, -23.9250], [3.2260, 8.2540, -22.1950], [1.7510, 7.6040, -22.8490], [-0.8000, 8.3520, -27.3660], [0.0530, 7.1380, -27.2110], [0.0920, 6.1680, -28.4110], [1.1130, 6.5680, -29.4930], [2.4960, 6.6520, -28.9450], [2.4760, 7.5400, -27.7970], [1.4260, 7.3440, -26.7810], [1.4910, 8.3070, -25.7520], [2.4220, 8.9880, -28.3680], [3.8470, 7.4850, -27.0410], [-0.5750, 6.3280, -26.1110], [-1.8850, 8.2160, -27.1360], [-0.7370, 8.6240, -28.3440], [-0.4890, 9.2340, -26.8760], [-0.9440, 6.1340, -28.8840], [0.3740, 5.1870, -27.9680], [0.6720, 7.4380, -29.9430], [1.1500, 5.8810, -30.3870], [3.0200, 7.0180, -29.7830], [2.8270, 5.6310, -28.7780], [1.3350, 9.2220, -26.0650], [2.4980, 9.7260, -27.6060], [1.4660, 9.1450, -28.8610], [3.0210, 9.1420, -29.2660], [4.6610, 7.7210, -27.6540], [4.0130, 6.6180, -26.5200], [3.8090, 8.2470, -26.2160], [-1.5290, 5.8860, -26.4620], [-0.8780, 6.8880, -25.2760], [-0.0370, 5.3540, -25.8890], [0.0800, 8.0800, -20.6800], [-0.7330, 9.2100, -21.0550], [-0.1900, 9.7820, -22.3230], [-0.5540, 9.0990, -23.5950], [-2.0640, 8.9980, -23.6970], [-2.7460, 8.4710, -22.5310], [-2.1840, 8.8710, -21.2300], [-2.7380, 8.0430, -20.1170], [-2.8210, 6.9000, -22.6500], [-4.1740, 9.0020, -22.5260], [-0.6240, 10.2630, -19.9150], [-0.1240, 7.2270, -21.2290], [-0.2860, 7.8610, -19.7060], [1.1520, 8.3430, -20.5330], [0.8880, 9.9070, -22.3970], [-0.6630, 10.6810, -22.4100], [-0.1290, 8.0230, -23.4650], [-0.1670, 9.5990, -24.4030], [-2.2510, 8.4960, -24.6340], [-2.5680, 9.9290, -24.0450], [-3.3090, 7.4280, -20.5590], [-1.9160, 6.4000, -22.9080], [-3.3290, 6.4700, -23.5400], [-3.2870, 6.3960, -21.7950], [-4.5710, 8.7750, -21.5120], [-4.8420, 8.5460, -23.2550], [-4.1860, 10.1110, -22.7090], [-1.1710, 11.1660, -20.1820], [0.4180, 10.5840, -19.7910], [-1.0560, 9.7650, -19.0640]],
  "atomic_forces_ev_per_a": [[0.329, 0.230, 0.174], [1.351, 0.123, 4.658], [-1.298, 0.706, -1.816], [0.624, 0.208, 1.448], [-3.819, 0.062, -0.730], [3.884, -0.710, 0.118], [-3.147, -0.157, -0.195], [-0.508, 0.131, -1.695], [1.340, 0.192, 0.340], [-0.249, -0.426, -0.150], [0.832, 1.930, -0.064], [0.107, 1.350, -0.012], [-0.600, -0.451, 0.342], [0.217, -0.833, -0.085], [-0.198, 0.154, -0.459], [0.107, 0.518, 0.491], [-0.182, 1.530, -1.160], [0.557, -1.936, 1.918], [2.666, 0.487, -1.896], [-1.162, 0.336, -0.836], [-0.433, -0.191, -0.470], [-0.048, 0.294, -0.162], [-0.626, -0.090, 0.625], [0.626, 0.175, -0.389], [0.662, 0.023, 0.932], [0.026, 0.494, 0.119], [-1.113, 0.108, 0.968], [1.229, -2.366, -1.128], [-0.009, -0.380, 0.020], [-0.094, -1.492, -0.650], [-0.263, -0.073, 0.074], [-1.344, -0.195, 0.444], [-0.535, -1.521, 0.607], [-0.361, -0.308, -0.951], [-1.925, -1.791, -1.062], [-1.857, -1.680, -0.846], [3.238, 3.323, 1.622], [0.809, -0.399, -0.572], [0.180, 0.116, 0.220], [-1.539, -0.843, -1.060], [-2.293, 2.668, 0.992], [-1.184, -2.984, -0.731], [0.955, -0.221, -0.069], [-0.223, 0.950, -3.106], [0.441, 0.763, 1.122], [1.210, -0.229, 0.843], [-0.369, 0.331, -0.571], [0.484, 1.056, -0.165], [-0.433, 0.168, 1.109], [1.531, 0.711, -0.398], [0.212, -0.137, 0.465], [-0.061, -0.597, -0.196], [0.635, 0.800, 0.338], [-0.625, 0.040, 0.336], [0.950, 0.051, 0.708], [1.113, 0.263, -1.120], [0.305, -2.485, 0.787], [0.195, -0.388, -0.865], [0.262, 0.449, -0.038], [0.007, 0.760, 1.522], [-0.323, 1.288, 0.097], [1.550, -0.314, 2.556], [-0.821, 1.068, 0.105], [0.413, -0.352, -1.064], [-1.207, -3.458, 2.678], [1.157, 1.953, -2.709], [-1.794, -2.657, 1.231], [0.202, 0.585, 0.183], [1.679, 1.772, -0.728], [-0.775, -0.479, -0.893], [-0.769, 0.656, 0.896], [-0.062, -0.122, -1.360], [0.147, -1.793, -1.511], [0.020, -0.827, 1.145], [-0.656, -0.319, -0.500], [0.170, 0.197, 1.031], [-0.790, 3.190, -0.275], [-0.609, 1.448, -0.850], [1.111, 0.892, -1.965], [-0.509, -1.291, -0.003], [0.902, 0.300, 0.875], [-0.360, -0.490, -0.170], [1.630, -0.014, 0.809], [-0.801, 1.118, 0.356], [0.240, -0.057, -0.316], [-0.166, 0.473, -0.734], [0.176, -0.175, -0.166], [0.039, -1.016, 0.467], [-0.296, -0.104, 0.114], [-0.139, -0.408, 0.305], [0.058, 0.322, 0.705]],
  "de_lowest_kcal_mol": 0.0,
  "gap_ev": 8.22,
  "total_charge": 1,
  "fmax_ev_per_a": 4.92,
  "e_homo_ev": -10.22,
  "energy_ha": -1460.0405
}